# 1
Computed, not measured: C14H39NOP2PdSi as an isolated structure in a non-equilibrium geometry, with the ωB97M-V functional and the def2-TZVPD basis.

Structure (XYZ):
```
59
Properties=species:S:1:pos:R:3:forces:R:3
Pd 1.241 -0.407 0.161 0.2 1.2 -2.1
Si 1.474 0.553 -2.061 0.0 1.1 -1.7
P 0.808 1.763 0.943 0.5 0.9 -0.5
P -0.327 -1.955 -0.730 0.1 -0.5 -1.3
H -0.197 1.226 -2.348 -1.6 0.3 1.1
C -0.470 1.876 2.234 -0.1 -0.1 0.4
H -0.271 2.708 2.919 0.0 0.0 -0.2
H -0.471 0.940 2.796 0.0 0.1 -0.1
H -1.467 2.017 1.806 0.2 0.0 -0.1
C 0.432 3.210 -0.136 0.0 0.0 0.1
H 0.229 4.107 0.464 0.1 -0.2 0.0
H -0.432 3.009 -0.778 0.1 -0.1 0.1
H 1.293 3.419 -0.776 0.0 -0.1 0.0
C 2.355 2.310 1.747 0.0 0.4 0.3
H 2.264 3.321 2.166 0.1 -0.1 0.0
H 3.161 2.305 1.003 -0.2 0.0 0.1
H 2.626 1.617 2.550 0.0 0.2 -0.2
C -1.807 -2.341 0.258 0.0 -0.1 0.3
H -2.144 -3.364 0.037 0.0 0.2 0.0
H -2.618 -1.640 0.019 0.3 -0.1 0.0
H -1.550 -2.251 1.322 -0.2 0.0 -0.4
C -1.048 -1.826 -2.421 -0.1 -0.1 0.0
H -1.737 -2.670 -2.599 0.3 0.2 0.1
H -0.241 -1.872 -3.164 -0.2 0.1 0.1
H -1.591 -0.875 -2.536 0.2 -0.2 0.1
C 0.579 -3.540 -0.878 -0.3 -0.4 -0.1
H -0.094 -4.331 -1.244 0.3 0.1 0.1
H 0.997 -3.835 0.093 -0.1 0.0 -0.3
H 1.401 -3.405 -1.598 -0.2 0.0 0.3
C 1.239 1.424 -3.825 -0.5 0.2 -0.6
H 1.034 2.500 -3.719 -0.1 -0.4 0.0
H 0.399 0.945 -4.348 0.1 0.3 0.0
H 2.125 1.320 -4.473 0.1 -0.2 0.4
H 2.639 1.408 -1.738 0.2 0.0 0.6
H 1.967 -0.704 -2.646 0.1 -0.7 0.2
C -2.692 1.901 -2.023 -3.1 1.9 1.2
O -1.598 1.360 -2.289 5.7 -3.0 -1.5
C -3.187 2.082 -0.625 -0.1 0.0 -0.1
H -4.246 1.790 -0.583 0.0 0.1 0.2
H -3.131 3.141 -0.331 -0.1 0.0 0.4
H -2.634 1.472 0.105 0.0 0.1 -0.3
C -3.627 2.227 -3.137 0.2 0.0 0.3
H -4.555 1.649 -2.996 -0.1 0.2 -0.4
H -3.140 1.969 -4.087 -0.3 0.1 0.2
H -3.868 3.299 -3.103 -0.3 -0.1 -0.3
C 2.699 -2.207 2.095 0.4 -0.2 -0.1
C 1.358 -1.866 2.707 -1.3 1.3 -1.3
C 0.521 -3.086 3.057 -0.1 -0.2 0.1
C 1.482 -0.918 3.891 0.1 0.1 0.4
N 0.481 -1.091 1.758 -0.3 -1.9 3.6
H 3.301 -2.746 2.834 0.1 0.0 -0.1
H 3.246 -1.297 1.804 -0.1 -0.2 0.1
H 2.602 -2.845 1.207 0.0 0.1 0.2
H 1.000 -3.660 3.862 -0.2 0.0 -0.2
H -0.468 -2.731 3.390 0.3 -0.3 0.0
H 0.378 -3.726 2.170 0.1 0.2 0.4
H 2.062 -0.022 3.615 -0.2 -0.4 0.2
H 0.468 -0.599 4.183 0.4 -0.1 0.1
H 1.967 -1.424 4.735 -0.1 0.2 0.0
```
Positions in Å, forces in eV/Å.

Computed properties:
Largest force on an atom: 6.612 eV Å⁻¹
ΔE to the lowest compared entry with this formula, charge and spin: 347.9 kJ/mol
2S+1: 5
HOMO-LUMO gap (spin up / spin down): 0.155 / 0.207 Ha
E_LUMO (spin up / spin down): 0.375 / -2.140 eV

Here are the Löwdin charges for atoms 1 to 4, given in e: 0.27, 0.42, 0.73, 0.74

---

# 2
Computed, not measured: a 5-piece molecular cluster, C14H40Cl2O16P4 overall in a non-equilibrium geometry, with the ωB97M-V functional and the def2-TZVPD basis.

Structure (XYZ):
```
76
Properties=species:S:1:pos:R:3:forces:R:3
C 4.224 -3.865 1.058 -0.1 -0.2 -1.4
O 3.798 -4.437 -0.203 -0.9 -0.5 0.1
P 2.649 -5.582 -0.196 0.6 2.1 -0.6
O 1.597 -5.326 0.777 -0.6 0.1 -0.2
O 2.374 -5.655 -1.773 0.3 -0.3 1.7
C 1.790 -4.566 -2.507 0.4 -1.6 -0.4
O 3.399 -6.892 0.116 1.8 -1.5 -0.3
C 4.599 -7.235 -0.698 -1.2 0.7 0.6
H 3.455 -3.222 1.466 -0.2 -0.2 0.3
H 5.036 -3.275 0.686 0.7 0.6 0.6
H 4.570 -4.654 1.712 -0.1 0.0 0.4
H 2.552 -3.852 -2.787 -0.1 0.4 0.3
H 0.901 -4.222 -2.029 -0.3 0.8 0.5
H 1.496 -5.143 -3.358 -0.5 0.4 -1.1
H 4.168 -7.674 -1.585 0.5 0.0 -0.5
H 5.183 -7.951 -0.143 -0.1 -0.2 0.3
H 5.204 -6.329 -0.858 -0.4 -0.4 -0.2
C -4.000 1.541 -1.821 0.0 -0.3 -1.5
O -4.034 2.177 -3.181 -0.8 -0.4 1.8
P -2.734 2.907 -3.629 -0.3 0.4 -1.9
O -1.501 2.356 -3.114 1.4 -0.6 0.6
O -2.806 4.448 -3.310 -1.0 0.3 0.0
C -4.037 5.285 -3.366 1.9 -1.1 0.3
O -2.921 2.733 -5.215 0.4 0.7 0.4
C -1.783 2.996 -6.067 0.0 -0.5 -0.3
H -4.525 2.157 -1.095 0.0 0.0 -0.2
H -2.967 1.355 -1.557 0.1 0.4 0.2
H -4.434 0.552 -1.970 -0.4 0.3 0.2
H -4.869 4.687 -2.990 0.0 0.5 0.0
H -4.155 5.626 -4.375 -0.4 0.0 -0.6
H -3.695 6.112 -2.763 -0.7 0.3 0.4
H -1.660 2.095 -6.653 0.1 -0.2 -0.2
H -0.846 3.160 -5.535 -0.2 0.1 0.3
H -1.961 3.805 -6.776 -0.3 0.2 0.4
C 2.436 6.967 -1.639 0.8 -1.2 -0.5
O 3.285 5.960 -1.025 0.0 0.1 -0.9
P 2.603 5.022 0.038 -0.3 0.0 1.3
O 3.483 3.954 0.499 0.3 0.0 0.1
O 1.235 4.526 -0.572 -0.1 -0.2 0.0
C 0.894 3.121 -0.843 -0.2 1.0 0.2
O 2.093 6.079 1.161 0.1 -1.1 -0.9
C 3.052 6.751 2.017 -1.7 -0.1 -0.4
H 2.870 7.236 -2.598 0.3 0.1 0.1
H 2.456 7.780 -0.959 -0.6 1.0 0.3
H 1.484 6.502 -1.857 -0.5 0.4 0.3
H -0.196 3.123 -0.832 0.1 -0.2 0.0
H 1.296 2.443 -0.092 0.2 0.2 0.0
H 1.227 2.871 -1.843 0.2 -0.1 -0.1
H 2.923 7.797 1.774 0.6 0.3 0.0
H 4.045 6.366 1.885 0.4 0.0 0.1
H 2.630 6.610 3.005 0.5 -0.1 0.4
C -0.260 -2.406 3.605 -0.2 -1.1 0.9
O -1.335 -3.198 4.174 -1.0 0.8 0.1
P -2.403 -2.516 5.145 0.3 -0.1 0.2
O -2.891 -1.161 4.847 0.4 -0.5 0.1
O -1.688 -2.687 6.577 -0.1 0.8 -0.2
C -2.029 -1.892 7.752 -0.5 -1.0 -0.5
O -3.553 -3.583 5.118 -0.2 -1.1 0.5
C -3.401 -5.055 5.183 -0.1 1.6 0.0
H 0.272 -2.035 4.477 0.6 0.3 -0.3
H -0.588 -1.602 2.953 -0.2 -0.1 0.0
H 0.277 -3.196 3.092 0.5 0.5 -0.3
H -1.115 -1.523 8.181 0.3 0.1 0.1
H -2.532 -2.589 8.413 0.1 0.0 0.4
H -2.726 -1.076 7.587 0.1 0.1 -0.6
H -2.976 -5.336 4.239 0.4 -0.4 -0.3
H -4.427 -5.383 5.223 -0.2 -0.4 0.2
H -2.812 -5.406 6.045 -0.2 0.4 -0.3
Cl -2.107 -2.482 -2.743 -0.1 0.1 -0.1
C -1.090 -1.019 -2.865 -0.6 0.6 0.5
C -0.840 -0.409 -1.506 0.8 0.1 -0.5
Cl 0.180 -1.433 -0.478 0.2 -0.2 0.2
H -1.594 -0.226 -3.436 0.0 -0.5 -0.1
H -0.170 -1.313 -3.329 0.4 0.0 -0.3
H -1.750 -0.240 -0.971 -0.5 0.1 0.3
H -0.324 0.545 -1.662 -0.1 -0.2 0.1
```
Positions in Å, forces in eV/Å.

Computed properties:
Largest force on an atom: 2.374 eV Å⁻¹
HOMO-LUMO gap: 0.397 Ha
E_LUMO: 0.504 eV
SMILES string: COP(=O)(OC)OC.COP(=O)(OC)OC.COP(=O)(OC)OC.COP(=O)(OC)OC.ClCCCl

Here are the Löwdin charges for atoms 1 to 4, given in e: -0.07, -0.26, 0.32, -0.22

---

# 3
Computed, not measured: a 7-piece molecular cluster, C14H40F18N4O4P3 overall in a non-equilibrium geometry, with the ωB97M-V functional and the def2-TZVPD basis.

Structure (XYZ):
```
83
Properties=species:S:1:pos:R:3:forces:R:3
C -0.231 -3.834 -0.972 0.1 0.3 -1.1
C -1.601 -3.976 -1.621 -1.1 1.6 0.0
C -2.217 -5.344 -1.657 -0.2 -1.7 0.2
O -3.461 -5.402 -2.336 0.4 1.3 0.1
C -4.214 -6.554 -2.038 0.2 -0.8 -0.3
N -2.601 -3.007 -0.960 -1.3 -0.1 0.6
H -2.668 -2.987 0.058 0.8 -0.4 0.1
H -2.513 -2.022 -1.221 0.5 0.3 -0.7
H -3.566 -3.259 -1.205 0.1 -0.1 -0.7
H 0.330 -4.701 -1.319 0.3 0.0 0.6
H -0.198 -3.646 0.100 -0.3 -0.7 0.1
H 0.271 -2.955 -1.378 -0.1 0.0 -0.2
H -1.642 -3.555 -2.627 0.5 -0.2 -0.2
H -2.310 -5.782 -0.654 -0.2 0.3 0.3
H -1.557 -6.061 -2.155 0.5 0.3 -0.1
H -4.618 -6.484 -1.027 -0.2 -0.2 0.0
H -3.625 -7.470 -2.169 0.3 0.1 0.4
H -4.980 -6.705 -2.797 -0.3 0.7 0.2
C 3.471 -1.729 0.459 -0.7 0.2 -0.3
C 3.885 -0.294 0.792 -0.2 -0.7 -0.8
C 5.400 -0.226 0.858 -0.1 0.9 1.2
O 5.756 1.075 1.257 -0.2 0.1 -0.5
C 6.967 1.547 0.718 0.8 0.8 0.4
N 3.439 0.705 -0.260 1.1 0.2 0.3
H 2.433 0.737 -0.412 -0.2 0.0 -0.2
H 3.742 1.616 0.109 -0.2 0.4 0.0
H 3.948 0.608 -1.138 -0.3 -0.3 -0.2
H 2.418 -1.715 0.169 0.0 -0.2 0.1
H 3.594 -2.415 1.296 0.0 0.3 0.3
H 4.026 -2.190 -0.359 0.1 0.4 -0.1
H 3.324 0.109 1.635 0.6 -0.4 0.6
H 5.819 -0.480 -0.121 0.0 -0.2 0.0
H 5.779 -0.875 1.653 -0.1 -0.6 -0.4
H 7.838 0.921 0.939 -0.2 -0.4 0.0
H 7.163 2.493 1.222 -0.1 0.1 -0.2
H 6.936 1.735 -0.359 -0.2 -0.1 0.0
C -1.346 4.082 0.860 0.3 -0.5 0.6
C -2.161 4.510 -0.299 0.3 0.7 1.0
O -2.617 5.599 -0.398 -0.3 -0.3 -0.8
N -2.433 3.451 -1.324 -0.3 0.3 -0.7
H -1.794 2.646 -1.213 -0.3 0.3 -0.2
H -3.377 3.110 -1.127 -0.1 -0.2 -0.2
C -2.377 3.948 -2.762 -0.3 0.3 -0.1
H -1.100 4.944 1.473 0.1 0.1 -0.3
H -0.429 3.565 0.573 0.0 0.1 -0.1
H -1.923 3.416 1.509 -0.2 -0.2 -0.2
H -3.140 3.468 -3.366 0.2 -0.5 0.2
H -1.376 3.746 -3.126 -0.1 0.0 -0.1
H -2.612 5.010 -2.800 0.3 0.0 0.4
C 0.394 -1.529 5.524 -1.0 0.8 -0.3
C 0.423 -0.621 4.304 1.8 -1.1 1.6
O 1.339 -0.590 3.564 -0.7 0.7 -0.9
N -0.721 0.370 4.243 -1.0 -0.6 0.0
H -1.451 -0.034 4.833 -0.1 0.1 0.1
H -0.460 1.248 4.699 0.2 0.2 -0.3
C -1.278 0.562 2.855 0.3 0.4 -0.1
H 1.202 -2.250 5.474 -0.1 0.0 -0.1
H -0.594 -1.981 5.634 0.1 -0.3 0.0
H 0.501 -0.896 6.409 0.2 0.0 0.0
H -1.478 -0.409 2.411 0.4 0.0 0.0
H -0.514 1.129 2.327 -0.2 -0.2 -0.4
H -2.224 1.096 2.893 0.2 0.2 0.3
P -4.250 0.186 -3.577 0.6 0.3 -1.8
F -5.263 1.365 -3.164 0.2 0.2 0.6
F -5.507 -0.735 -3.955 0.4 -0.3 0.4
F -4.180 0.760 -5.088 -0.3 -0.2 0.1
F -3.178 -0.970 -3.984 -0.5 -0.4 0.2
F -2.963 1.147 -3.253 -0.2 0.3 0.8
F -4.210 -0.369 -2.036 -0.2 -0.1 0.2
P -0.435 0.353 -1.082 0.3 -1.5 -1.4
F -0.548 1.600 -2.106 0.0 -0.3 0.5
F -1.127 -0.714 -2.061 -0.6 0.3 -0.2
F 0.955 -0.059 -1.779 0.8 -0.3 0.0
F -0.315 -0.902 0.004 -0.1 0.4 0.4
F 0.461 1.218 -0.059 -1.0 0.6 0.7
F -1.912 0.740 -0.499 1.0 0.2 0.8
P 2.784 4.419 1.002 0.7 2.0 0.0
F 3.535 5.507 1.914 -0.8 -0.4 0.9
F 4.232 3.654 0.930 -0.6 -0.7 -0.5
F 2.302 3.465 2.236 0.5 0.1 0.5
F 2.132 3.295 0.036 -0.1 -0.2 -0.7
F 1.364 5.208 1.134 0.1 -0.4 0.0
F 3.129 5.366 -0.264 0.0 -0.9 -0.3
```
Positions in Å, forces in eV/Å.

Computed properties:
Charge: +1
Largest force on an atom: 2.683 eV Å⁻¹
HOMO-LUMO gap: 0.313 Ha
E_LUMO: -4.157 eV

Here are the Löwdin charges for atoms 1 to 4, given in e: -0.03, -0.27, -0.21, -0.18

---

# 4
Computed, not measured: a 5-piece molecular cluster, C14H40N2O5 overall in a non-equilibrium geometry, with the ωB97M-V functional and the def2-TZVPD basis.

Structure (XYZ):
```
61
Properties=species:S:1:pos:R:3:forces:R:3
C -0.191 4.629 -2.840 -0.6 -1.2 0.0
O -1.557 4.458 -2.480 0.1 0.4 0.6
C -2.445 4.601 -3.562 1.6 -1.6 -1.6
C -3.780 3.957 -3.289 0.1 0.7 0.9
C -4.734 4.056 -4.404 -0.6 0.0 -2.7
N -4.304 4.774 -2.251 -1.2 1.5 2.1
H -0.015 3.939 -3.665 0.4 0.1 -0.3
H 0.385 4.241 -1.999 0.1 0.5 0.0
H 0.104 5.631 -3.152 -0.2 0.2 0.2
H -2.514 5.657 -3.825 -0.5 0.2 -0.1
H -1.978 4.101 -4.410 0.2 -0.1 -0.5
H -3.800 2.923 -2.944 0.9 -0.1 0.0
H -4.901 5.070 -4.768 0.2 0.4 0.3
H -5.740 3.666 -4.253 0.2 -0.2 0.6
H -4.358 3.560 -5.298 0.1 -0.3 -0.1
H -4.431 5.675 -2.689 -0.9 0.4 -0.3
H -3.557 5.087 -1.648 0.3 -0.8 0.8
C 3.533 -0.015 4.498 0.6 -1.1 -0.1
O 4.629 -0.051 5.449 -1.4 2.7 -0.7
C 4.965 -1.303 5.886 0.9 -1.2 -0.1
C 6.128 -1.289 6.904 1.1 1.9 -0.3
C 7.495 -0.711 6.427 -0.2 0.0 -0.8
N 6.313 -2.512 7.618 -0.4 -1.1 0.3
H 3.337 0.905 3.947 1.0 0.5 0.6
H 2.553 -0.265 4.905 0.1 -0.3 0.6
H 3.783 -0.757 3.740 -0.2 -0.2 -0.2
H 4.124 -1.811 6.357 -0.3 -0.1 0.2
H 5.259 -1.883 5.011 0.1 -0.6 -0.2
H 5.893 -0.505 7.624 -0.6 -0.2 0.4
H 7.365 0.347 6.201 0.0 0.0 0.1
H 7.948 -1.125 5.526 -0.4 -0.5 -0.3
H 8.304 -0.798 7.153 -0.5 -0.1 0.5
H 6.725 -3.252 7.068 0.4 0.1 -0.4
H 5.406 -2.901 7.834 -0.3 0.0 0.5
C -2.126 -2.725 -1.589 0.9 -1.5 -0.6
C -0.586 -2.705 -1.981 -1.9 1.0 2.8
O -0.272 -3.474 -3.046 0.0 -1.2 -2.7
H -2.441 -2.076 -0.772 0.4 0.3 -0.3
H -2.329 -3.738 -1.243 -0.1 -0.2 0.1
H -2.775 -2.619 -2.459 0.1 0.4 -0.1
H -0.053 -3.210 -1.175 0.0 1.1 0.9
H -0.360 -1.646 -2.111 0.7 0.1 0.0
H 0.603 -3.845 -2.913 -0.1 0.0 -0.2
C -9.298 -0.877 -0.933 0.2 -1.2 -0.3
C -10.249 0.144 -0.392 1.7 1.4 -2.0
O -10.723 -0.309 0.799 -1.0 -0.5 1.6
H -8.763 -0.603 -1.842 -0.3 0.3 -0.1
H -9.835 -1.806 -1.124 0.1 -0.1 -0.1
H -8.521 -1.105 -0.204 -0.1 0.1 0.2
H -10.978 0.457 -1.139 -0.7 -0.5 0.0
H -9.641 1.046 -0.325 0.1 0.5 0.7
H -11.378 0.293 1.161 0.0 0.0 0.0
C 5.811 -2.903 -1.625 -0.1 -0.9 -0.2
C 6.309 -3.392 -2.971 0.9 1.0 -0.7
O 5.267 -3.949 -3.721 -1.1 -0.4 -0.1
H 5.359 -3.746 -1.104 0.0 0.0 0.2
H 5.028 -2.165 -1.798 0.1 0.1 0.1
H 6.610 -2.492 -1.007 0.0 0.0 -0.1
H 7.147 -4.088 -3.016 0.2 -0.2 0.9
H 6.685 -2.526 -3.514 0.1 0.4 -0.1
H 5.567 -4.037 -4.629 -0.1 -0.1 0.0
```
Positions in Å, forces in eV/Å.

Computed properties:
Largest force on an atom: 3.549 eV Å⁻¹
ΔE to the lowest compared entry with this formula, charge and spin: 234.9 kJ/mol
HOMO-LUMO gap: 0.360 Ha
E_LUMO: 0.536 eV
SMILES string: COC[C@H](C)N.COC[C@H](C)N.CCO.CCO.CCO

Here are the Löwdin charges for atoms 1 to 4, given in e: -0.09, -0.19, -0.23, -0.47

---

Look up the largest force on an atom of the second one. 2.374 eV Å⁻¹

---

Number 2 is which compound? C14H40Cl2O16P4